A cluster of 10 separate species, C17H54O13 in total in a non-equilibrium geometry. Source: the Open Molecules 2025 dataset; level of theory: wB97M-V/def2-TZVPD.

Cartesian coordinates (Å):
O (3.197, -3.409, 1.553)
C (2.670, -2.668, 0.480)
C (1.305, -3.219, 0.158)
O (1.411, -4.562, -0.292)
H (2.804, -3.059, 2.357)
H (2.588, -1.623, 0.780)
H (3.310, -2.766, -0.397)
H (0.790, -2.668, -0.629)
H (0.668, -3.080, 1.031)
H (1.822, -4.990, 0.463)
O (-2.827, -2.269, 5.455)
C (-3.203, -1.109, 4.735)
C (-2.045, -0.413, 3.892)
O (-1.257, 0.359, 4.713)
H (-2.388, -1.918, 6.233)
H (-3.998, -1.329, 4.022)
H (-3.636, -0.498, 5.527)
H (-2.492, 0.228, 3.132)
H (-1.504, -1.148, 3.296)
H (-0.644, 0.913, 4.226)
O (0.581, 1.842, 3.349)
C (1.753, 1.565, 4.019)
C (2.945, 2.071, 3.160)
O (2.928, 3.480, 3.111)
H (0.621, 2.798, 3.267)
H (1.731, 2.173, 4.923)
H (1.880, 0.562, 4.426)
H (2.881, 1.548, 2.206)
H (3.787, 1.639, 3.701)
H (3.008, 3.794, 2.207)
C (-2.711, -1.835, -0.278)
C (-4.087, -1.914, 0.384)
O (-4.275, -0.737, 1.140)
H (-2.517, -2.717, -0.888)
H (-1.855, -1.773, 0.394)
H (-2.616, -0.926, -0.872)
H (-3.964, -2.738, 1.087)
H (-4.921, -2.043, -0.305)
H (-5.157, -0.903, 1.482)
C (-0.943, 2.176, -4.844)
C (0.487, 1.901, -5.250)
O (0.437, 1.357, -6.535)
H (-1.582, 1.293, -4.850)
H (-1.509, 2.723, -5.598)
H (-1.048, 2.715, -3.902)
H (0.993, 1.193, -4.593)
H (1.045, 2.837, -5.205)
H (1.349, 1.208, -6.794)
C (1.979, 4.036, -0.246)
C (3.525, 3.865, -0.425)
O (4.137, 4.271, 0.760)
H (1.321, 3.694, -1.045)
H (1.815, 5.113, -0.214)
H (1.581, 3.639, 0.688)
H (3.883, 4.375, -1.319)
H (3.773, 2.806, -0.368)
H (5.075, 4.299, 0.558)
C (0.240, 0.198, -1.223)
C (-0.076, 0.801, 0.142)
O (0.708, 0.158, 1.126)
H (-0.112, -0.822, -1.375)
H (1.305, 0.337, -1.407)
H (-0.302, 0.734, -2.002)
H (-1.132, 0.739, 0.407)
H (0.128, 1.871, 0.102)
H (0.534, 0.683, 1.910)
C (-4.495, 2.182, -0.706)
O (-3.583, 1.759, 0.251)
H (-5.179, 2.946, -0.335)
H (-3.988, 2.432, -1.638)
H (-5.186, 1.351, -0.848)
H (-3.815, 0.938, 0.691)
C (2.503, -2.046, -3.244)
O (3.495, -1.145, -2.736)
H (1.521, -1.573, -3.208)
H (2.742, -2.216, -4.293)
H (2.465, -3.058, -2.840)
H (3.565, -0.372, -3.301)
C (-0.689, -4.261, -2.601)
O (-1.263, -4.688, -1.393)
H (-1.423, -4.135, -3.397)
H (-0.412, -3.216, -2.464)
H (0.101, -4.943, -2.918)
H (-0.550, -4.810, -0.762)

Atoms 1-2, force components in eV/Å:
0.61 -0.61 0.40
-0.57 0.57 -0.29

Values from the calculation:
- HOMO-LUMO gap (eV) = 9.94
- HOMO (eV) = -9.738
- SMILES = OCCO.OCCO.OCCO.CCO.CCO.CCO.CCO.CO.CO.CO

=====

The molecule C3H3N3O2 in a non-equilibrium geometry. Source: the Open Molecules 2025 dataset; level of theory: wB97M-V/def2-TZVPD.

Cartesian coordinates (Å):
H (3.039, -0.013, -0.552)
N (2.548, 0.466, 0.294)
C (1.311, 0.307, -0.006)
C (0.096, 0.838, 0.815)
C (-1.064, 0.208, 0.458)
O (-2.255, 0.478, 1.109)
O (-1.164, -0.730, -0.455)
N (-0.029, -1.117, -1.239)
N (1.046, -0.399, -1.197)
H (0.223, 1.631, 1.587)
H (-2.926, -0.370, 1.120)

Atoms 1-2, force components in eV/Å:
-0.44 1.08 1.90
-0.37 -1.16 -2.05

Values from the calculation:
- HOMO-LUMO gap (eV) = 8.45
- HOMO (eV) = -9.309
- SMILES = [H]/N=c1/cc(O)onn1
- energy relative to the best compared isomer or geometry (same formula, charge and spin) (kJ/mol) = 513.6

=====

A cluster of 11 separate species, C28H83N5O15 in total in a non-equilibrium geometry. Source: the Open Molecules 2025 dataset; level of theory: wB97M-V/def2-TZVPD.

Cartesian coordinates (Å):
C (-3.147, -8.396, -3.193)
O (-2.025, -7.638, -2.738)
C (-2.429, -6.434, -2.220)
C (-1.172, -5.487, -1.990)
C (-0.274, -5.933, -0.769)
N (-1.618, -4.210, -1.589)
H (-3.589, -7.778, -3.974)
H (-3.926, -8.572, -2.451)
H (-2.950, -9.348, -3.685)
H (-2.933, -5.879, -3.012)
H (-3.021, -6.544, -1.312)
H (-0.593, -5.499, -2.914)
H (0.375, -6.762, -1.050)
H (-0.804, -6.063, 0.175)
H (0.460, -5.179, -0.485)
H (-1.858, -3.710, -2.433)
H (-2.417, -4.286, -0.976)
C (-3.750, 5.004, -6.018)
O (-2.720, 5.097, -5.029)
C (-3.191, 4.923, -3.727)
C (-2.039, 5.114, -2.722)
C (-1.082, 3.881, -2.527)
N (-2.593, 5.383, -1.404)
H (-4.030, 5.995, -6.374)
H (-4.590, 4.367, -5.743)
H (-3.112, 4.727, -6.858)
H (-3.979, 5.632, -3.472)
H (-3.493, 3.892, -3.545)
H (-1.432, 5.965, -3.029)
H (-1.351, 3.074, -1.845)
H (-0.173, 4.207, -2.020)
H (-0.725, 3.561, -3.506)
H (-1.965, 5.310, -0.617)
H (-3.290, 4.710, -1.117)
C (3.777, 5.859, -1.622)
O (4.205, 4.596, -2.015)
C (3.094, 3.950, -2.669)
C (3.470, 2.552, -3.173)
C (4.496, 2.528, -4.359)
N (2.211, 1.939, -3.694)
H (3.317, 5.807, -0.636)
H (3.075, 6.417, -2.242)
H (4.703, 6.426, -1.533)
H (2.221, 4.007, -2.018)
H (2.746, 4.583, -3.485)
H (3.906, 1.990, -2.347)
H (5.405, 3.090, -4.145)
H (4.050, 2.966, -5.252)
H (4.754, 1.499, -4.610)
H (2.483, 1.033, -4.047)
H (1.746, 1.735, -2.821)
C (2.178, -3.791, 5.788)
O (3.209, -3.392, 4.902)
C (3.383, -1.956, 4.826)
C (2.244, -1.259, 3.990)
C (2.432, -1.445, 2.507)
N (2.281, 0.194, 4.081)
H (1.701, -4.678, 5.371)
H (1.318, -3.123, 5.804)
H (2.495, -3.942, 6.820)
H (3.509, -1.482, 5.799)
H (4.391, -1.805, 4.439)
H (1.259, -1.626, 4.280)
H (3.392, -1.038, 2.187)
H (1.654, -0.917, 1.955)
H (2.475, -2.482, 2.175)
H (2.246, 0.441, 5.060)
H (3.226, 0.352, 3.761)
C (5.168, 1.394, 4.817)
O (4.843, 1.196, 3.458)
C (4.559, 2.394, 2.682)
C (3.903, 2.052, 1.327)
C (5.008, 1.537, 0.386)
N (3.363, 3.315, 0.742)
H (5.279, 0.395, 5.239)
H (4.410, 1.957, 5.362)
H (6.142, 1.881, 4.845)
H (3.820, 2.970, 3.239)
H (5.408, 3.057, 2.514)
H (3.092, 1.335, 1.452)
H (5.504, 0.730, 0.925)
H (5.664, 2.302, -0.029)
H (4.583, 1.178, -0.552)
H (4.007, 3.968, 1.166)
H (3.621, 3.394, -0.232)
O (-3.791, -2.748, 0.018)
C (-4.459, -3.220, 1.198)
C (-3.793, -4.604, 1.570)
O (-2.401, -4.368, 1.795)
H (-4.099, -1.859, -0.174)
H (-4.406, -2.579, 2.078)
H (-5.497, -3.392, 0.912)
H (-3.997, -5.297, 0.754)
H (-4.275, -4.976, 2.474)
H (-2.087, -3.784, 1.101)
O (-1.646, -0.493, 4.374)
C (-2.431, -1.007, 3.335)
C (-3.412, 0.127, 2.768)
O (-2.671, 1.103, 2.090)
H (-0.987, 0.060, 3.948)
H (-1.754, -1.329, 2.544)
H (-3.034, -1.816, 3.746)
H (-3.951, 0.598, 3.590)
H (-4.148, -0.215, 2.041)
H (-1.865, 1.241, 2.594)
O (-3.457, 2.391, -0.335)
C (-3.896, 1.457, -1.345)
C (-5.218, 0.827, -0.933)
O (-5.140, -0.493, -0.437)
H (-3.431, 1.841, 0.452)
H (-4.004, 2.041, -2.259)
H (-3.113, 0.699, -1.314)
H (-5.880, 0.938, -1.792)
H (-5.784, 1.422, -0.217)
H (-6.027, -0.769, -0.194)
O (0.722, 0.255, -1.635)
C (-0.087, 0.270, -0.469)
C (-0.891, -1.105, -0.479)
O (-0.086, -2.239, -0.331)
H (1.364, -0.451, -1.527)
H (0.539, 0.366, 0.418)
H (-0.770, 1.119, -0.495)
H (-1.338, -1.266, -1.460)
H (-1.768, -1.080, 0.167)
H (-0.619, -2.948, -0.696)
O (2.374, -1.721, -1.098)
H (2.794, -2.486, -1.491)
H (1.575, -2.065, -0.698)
O (-0.073, 1.331, 3.153)
H (0.754, 0.867, 3.280)
H (0.175, 2.150, 2.726)

Atoms 1-2, force components in eV/Å:
-0.36 0.86 -0.83
0.10 -2.31 -0.01

Values from the calculation:
- HOMO-LUMO gap (eV) = 8.60
- HOMO (eV) = -8.323
- SMILES = COC[C@H](C)N.COC[C@H](C)N.COC[C@H](C)N.COC[C@H](C)N.COC[C@H](C)N.OCCO.OCCO.OCCO.OCCO.O.O
- energy relative to the best compared isomer or geometry (same formula, charge and spin) (kJ/mol) = 0.0

=====

The ion C5H5BrNO2 with charge -1 in a non-equilibrium geometry. Source: the Open Molecules 2025 dataset; level of theory: wB97M-V/def2-TZVPD.

Cartesian coordinates (Å):
O (-0.275, -1.805, 1.563)
C (-0.942, -1.011, 0.952)
Br (-2.974, -1.569, 1.028)
C (-0.720, 0.185, 0.180)
C (0.507, 1.046, 0.462)
C (1.582, 0.263, -0.426)
N (0.862, -0.174, -1.592)
C (-0.409, -0.410, -1.381)
O (-1.318, -0.846, -2.103)
H (-1.678, 0.839, 0.125)
H (0.234, 2.113, 0.024)
H (0.974, 1.191, 1.475)
H (2.385, 0.927, -0.551)
H (1.772, -0.749, 0.244)

Atoms 1-2, force components in eV/Å:
-0.52 1.79 -1.31
0.16 -2.07 2.01

Values from the calculation:
- HOMO-LUMO gap (eV) = 7.53
- total charge = -1
- HOMO (eV) = -4.123
- SMILES = O=C(Br)[C@H]1CCN=C1[O-]
- energy relative to the best compared isomer or geometry (same formula, charge and spin) (kJ/mol) = 20.9

=====

A cluster of 2 separate species, C4H13N3 in total in a non-equilibrium geometry. Source: the Open Molecules 2025 dataset; level of theory: wB97M-V/def2-TZVPD.

Cartesian coordinates (Å):
C (0.604, -0.311, -0.847)
C (-0.413, 0.548, -1.471)
C (-1.343, 0.335, -0.360)
C (-0.996, 0.684, 0.941)
N (0.040, 1.612, 1.424)
N (-2.686, 0.128, -0.444)
N (2.789, -2.408, 0.026)
H (0.244, -1.384, -0.841)
H (1.645, -0.236, -0.577)
H (-0.659, 0.195, -2.521)
H (0.138, 1.551, -1.683)
H (-1.501, 0.373, 1.847)
H (0.194, 2.427, 0.768)
H (-0.384, 2.180, 2.169)
H (1.031, 1.260, 1.567)
H (-3.141, 0.467, -1.274)
H (-3.310, 0.250, 0.360)
H (2.359, -1.782, 0.718)
H (3.247, -2.973, 0.757)
H (2.144, -2.915, -0.559)

Atoms 1-2, force components in eV/Å:
-1.98 -3.70 -0.58
3.24 1.65 -2.08

Values from the calculation:
- HOMO-LUMO gap (eV) = 5.55
- total charge = +2
- HOMO (eV) = -16.576
- energy relative to the best compared isomer or geometry (same formula, charge and spin) (kJ/mol) = 682.8

=====

no.,electronic energy (eV)
1,-45117.2155
2,-11720.6336
3,-68538.8807
4,-80894.1790
5,-8806.5002